1.
The following is a quantum chemistry calculation of the molecule C31H31N5O4S, from the Open Molecules 2025 dataset.

XYZ file:
```
72
Properties=species:S:1:pos:R:3:mulliken_charge:R:1
S -2.739 2.304 1.003 -0.149
O 5.161 2.967 0.781 -0.623
O -2.822 2.259 -1.895 -0.651
O 3.537 -2.597 -1.266 -0.695
O -3.083 -2.599 1.318 -0.656
N 7.231 2.573 1.555 -0.346
N -2.836 -0.349 1.077 0.452
N -0.587 2.348 -2.142 0.348
N 4.130 -1.574 0.651 0.160
N -0.779 0.633 0.496 -0.162
C -4.237 -0.159 1.281 -0.774
C -2.023 0.711 0.812 0.232
C -0.923 -1.765 0.788 0.803
C -2.347 -1.665 1.086 0.301
C -0.420 -2.619 -2.487 -0.364
C 3.220 -2.074 -0.214 0.103
C -4.808 -0.512 2.492 -0.091
C 0.730 2.653 -1.632 -1.012
C -0.288 -3.007 0.802 -1.183
C 5.972 2.195 1.238 0.191
C -0.198 -0.606 0.463 0.876
C -1.725 2.565 -1.461 0.400
C 3.844 -0.949 1.919 -0.871
C -6.171 -0.353 2.670 -0.854
C 0.630 -0.580 -3.182 -0.562
C -0.682 1.569 -3.374 -1.801
C 5.522 -1.495 0.270 -1.096
C -0.581 0.092 -3.085 0.766
C -1.710 -0.607 -2.672 -0.170
C -1.630 -1.954 -2.373 -0.671
C -5.013 0.343 0.245 0.442
C 1.051 -3.104 0.504 -0.934
C -1.612 3.223 -0.090 -0.526
C 4.218 0.533 1.880 -0.644
C 5.940 -0.030 0.147 -0.686
C 0.711 -1.931 -2.889 -0.450
C 5.679 0.714 1.465 0.211
C -6.952 0.156 1.646 -0.439
C 1.161 -0.720 0.157 0.048
C -6.373 0.504 0.438 -0.929
C 1.780 -1.954 0.190 0.137
H -1.655 1.792 -3.819 0.416
H 1.718 0.166 -0.102 0.141
H -4.553 0.618 -0.693 0.333
H 0.842 3.726 -1.464 0.366
H -0.878 -3.877 1.048 0.485
H -2.513 -2.488 -2.051 0.443
H 1.517 -0.050 -3.500 0.370
H -4.191 -0.913 3.281 0.448
H 0.109 1.893 -4.053 0.603
H 4.050 0.979 2.861 0.497
H 6.132 -2.002 1.028 0.379
H -2.651 -0.085 -2.591 0.450
H 1.660 -2.439 -2.958 0.486
H 7.505 3.528 1.394 0.260
H 0.922 2.118 -0.701 0.218
H -8.015 0.278 1.790 0.392
H -6.622 -0.628 3.612 0.373
H 1.550 -4.061 0.506 0.535
H 5.634 -2.012 -0.685 0.484
H 7.912 1.934 1.923 0.201
H 2.789 -1.071 2.164 0.418
H -6.980 0.898 -0.363 0.420
H -0.358 -3.673 -2.260 0.454
H 6.996 0.030 -0.121 0.357
H 6.339 0.318 2.244 0.349
H 4.440 -1.455 2.691 0.466
H -0.619 3.209 0.346 0.392
H 5.357 0.442 -0.646 0.303
H 3.589 1.059 1.160 0.053
H -2.008 4.237 -0.126 0.454
H 1.469 2.343 -2.366 0.318
```

Calculated values
**Molecular weight**: 569.687 g mol⁻¹
**HOMO energy**: -8.3 eV
**SMILES**: CN(Cc1ccccc1)C(=O)CSc1nc2cc(C(=O)N3CCC(C(N)=O)CC3)ccc2c(=O)n1-c1ccccc1
**Orbital gap**: 8.7 eV

2.
The following is a quantum chemistry calculation of a cluster of 2 separate species, C31H32BBr2F3O2 in total in a non-equilibrium geometry, from the Open Molecules 2025 dataset.

XYZ file:
```
71
Properties=species:S:1:pos:R:3:mulliken_charge:R:1
Br -4.705 0.698 -4.746 -0.203
Br 6.658 2.923 -2.904 -0.198
F 4.992 -3.167 -1.920 -0.245
F 6.118 -2.349 -0.206 -0.289
F 5.777 -4.504 -0.349 -0.279
O -2.912 0.855 0.324 -0.231
O -1.451 2.675 0.359 -0.642
C -3.852 0.986 2.513 -1.638
C -2.121 1.043 -3.603 -0.520
C -0.751 -0.101 -0.280 1.308
C 2.781 0.638 -1.513 0.095
C 3.730 -2.065 1.076 -0.395
C 5.071 2.006 -2.428 -0.060
C 1.408 -2.650 1.371 1.247
C -1.344 -0.263 -1.686 0.140
C 3.940 2.733 -2.007 -0.616
C -1.193 -3.085 1.892 -0.631
C -3.219 -1.039 -3.017 -0.410
C -3.514 1.784 1.255 1.476
C -1.606 2.778 2.743 -1.892
C -3.207 0.167 -3.729 -0.236
C -1.136 0.774 -2.637 -0.450
C 3.893 -3.145 0.220 0.117
C 5.023 0.609 -2.498 -0.612
C 2.493 -1.790 1.615 -0.583
C 5.187 -3.288 -0.551 0.859
C 1.581 -3.748 0.516 -0.396
C 0.152 -2.403 2.092 -0.466
C -4.777 2.207 0.516 -1.938
C -2.403 2.906 1.456 1.666
C 2.820 2.054 -1.513 -0.417
C 1.644 -0.097 -1.010 0.219
C -2.903 4.332 1.372 -1.762
C -2.254 -1.282 -2.033 -0.648
C 2.839 -4.028 -0.005 -1.135
C -0.361 -3.436 3.081 -0.482
C 3.883 -0.059 -2.070 -0.359
C 0.630 0.395 -0.236 -1.073
B -1.731 1.430 -0.072 0.899
H -2.083 -2.491 2.135 0.150
H -1.308 -3.828 1.100 0.218
H -1.183 1.775 2.864 0.125
H -3.654 4.493 2.168 0.365
H 3.943 3.815 -2.063 0.430
H 2.363 -0.895 2.226 0.311
H 0.853 1.148 0.513 0.630
H -0.216 1.357 -2.612 0.296
H -2.060 1.930 -4.225 0.463
H 5.874 0.056 -2.890 0.445
H -5.358 1.296 0.308 0.446
H -3.360 4.561 0.399 0.321
H -5.408 2.893 1.096 0.372
H -2.958 0.501 2.942 0.232
H 4.569 -1.424 1.322 0.446
H 0.123 -4.420 3.066 0.271
H 3.837 -1.141 -2.139 0.494
H -4.575 0.192 2.272 0.407
H -0.740 -3.058 4.038 0.264
H 0.051 -1.369 2.440 0.341
H -4.534 2.659 -0.459 0.352
H -1.010 -0.912 0.416 -0.636
H -2.239 2.998 3.615 0.404
H 1.957 2.608 -1.136 0.411
H -0.792 3.516 2.741 0.501
H 0.718 -4.351 0.234 0.304
H 1.598 -1.159 -1.272 0.395
H -4.297 1.628 3.290 0.351
H -2.207 -2.236 -1.509 0.396
H 3.002 -4.908 -0.629 0.391
H -2.079 5.036 1.563 0.438
H -4.007 -1.762 -3.202 0.442
```

Calculated values
**Molecular weight**: 664.209 g mol⁻¹
**HOMO energy**: -7.6 eV
**SMILES**: CC1(C)OB([C@H](/C=C/c2ccc(Br)cc2)c2ccc(Br)cc2)OC1(C)C.FC(F)(F)c1ccc(C2CC2)cc1
**Orbital gap**: 7.8 eV

3.
The following is a quantum chemistry calculation of a structure of composition C31H32BrN4O2RuSi, from the Open Molecules 2025 dataset.

XYZ file:
```
72
Properties=species:S:1:pos:R:3:mulliken_spin:R:1
Ru 0.243 0.204 -0.976 1.124
Br -2.333 -2.878 -2.027 0.000
Si 0.200 2.588 -0.580 -0.013
O 4.634 0.075 -0.923 0.000
O 2.134 0.357 -0.342 -0.024
N 0.279 -1.212 0.549 0.033
N -1.645 0.423 -3.167 -0.035
N -1.578 0.427 -1.899 0.005
N 1.650 -1.543 0.758 -0.005
C -5.197 1.275 0.074 0.005
C -2.595 -2.499 0.733 -0.014
C -2.290 -2.373 4.993 -0.002
C -3.070 -3.316 4.337 0.002
C -3.142 -3.309 2.956 -0.003
C 1.917 3.316 -0.720 0.008
C 2.331 -0.258 0.890 0.003
C 0.713 0.153 -2.868 -0.106
C -2.888 0.632 0.129 -0.020
C 3.778 -0.466 1.263 0.002
C -2.840 0.714 -1.252 -0.006
C 2.075 -0.230 -4.827 -0.038
C 4.076 -0.843 2.568 0.001
C 6.403 -0.974 2.057 0.000
C 4.830 -0.323 0.352 -0.002
C -1.739 -2.368 -0.291 -0.004
C -1.594 -1.430 4.255 0.003
C -2.423 -2.381 2.195 0.009
C -4.072 0.909 0.796 -0.006
C -0.289 0.070 -5.121 -0.040
C -0.319 -2.017 -0.314 -0.025
C 0.959 -0.154 -5.666 0.051
C -0.370 2.639 1.219 0.012
C -0.390 0.210 -3.737 -0.042
C 5.371 -1.107 2.978 0.000
C -3.958 1.094 -1.985 0.007
C -1.658 -1.428 2.868 0.003
C 6.138 -0.581 0.760 0.000
C -5.135 1.371 -1.313 -0.003
C 1.965 -0.081 -3.455 0.095
C -0.974 3.554 -1.688 0.001
H -3.897 1.171 -3.060 0.000
H 1.701 -2.101 1.608 -0.001
H 0.322 -2.684 -0.898 -0.002
H 0.096 3.511 1.685 0.000
H -6.123 1.492 0.590 0.000
H 5.574 -1.400 3.997 0.000
H -3.581 -2.858 0.456 0.000
H 3.050 -0.405 -5.264 -0.002
H 1.077 -0.272 -6.734 0.003
H 2.851 -0.155 -2.839 0.010
H -1.997 3.541 -1.312 0.000
H -3.760 -4.038 2.447 0.000
H -0.987 3.145 -2.699 0.000
H -6.012 1.668 -1.873 0.000
H -1.451 2.741 1.289 -0.001
H -1.108 -0.682 2.323 0.001
H 3.264 -0.921 3.285 0.000
H -0.070 1.766 1.801 -0.004
H -3.626 -4.052 4.902 0.000
H 1.836 4.404 -0.641 0.000
H -2.234 -2.369 6.073 0.000
H 7.424 -1.170 2.355 0.000
H -0.657 4.596 -1.761 0.000
H 2.575 2.948 0.063 0.000
H 1.834 0.343 1.682 -0.001
H -0.998 -0.680 4.758 0.000
H 3.671 0.286 -0.985 -0.002
H 2.381 3.080 -1.677 0.001
H -1.998 0.356 0.678 0.021
H 6.928 -0.460 0.033 0.000
H -4.106 0.834 1.875 0.000
H -1.177 0.126 -5.735 0.000
```

Calculated values
**Molecular weight**: 701.683 g mol⁻¹
**2S+1**: 2
**HOMO energy (spin up / spin down)**: -8.1 / -7.9 eV
**<S²>**: 0.769
**Orbital gap (spin up / spin down)**: 7.3 / 6.9 eV